1.
Computed, not measured: a single C5H5NO molecule in a non-equilibrium geometry, with wB97M-V/def2-TZVPD.

XYZ file:
```
12
C5H5NO (wB97M-V/def2-TZVPD)
H 2.35188 2.19068 0.65770
N 1.80209 1.71280 -0.05245
C 1.08457 0.76885 0.36296
C 0.19663 0.05158 -0.56720
C -0.12926 -1.38718 -0.26176
C -1.40434 -1.23600 0.12910
C -1.45463 0.20054 -0.12513
O -2.21226 1.10726 -0.11457
H 1.02618 0.42985 1.40885
H 0.39313 0.32432 -1.60266
H 0.50792 -2.25076 -0.31843
H -2.16192 -1.91194 0.48359
```

maximum force = 0.0451 hartree/bohr
frontier orbital gap = 9.52 eV
relative energy (zero: lowest compared OMol25 entry of this formula, charge and spin) = 50.15 kcal/mol
SMILES = [H]/N=C/[C@H]1C=CC1=O
2S+1 = 1
electronic energy = -8801.244 eV



2.
Computed, not measured: a 2-piece molecular cluster, C8H16NP overall, with wB97M-V/def2-TZVPD.

XYZ file:
```
26
C8H16NP (wB97M-V/def2-TZVPD)
C -1.21832 3.00762 -0.07098
C -0.60320 1.84098 -0.83445
C -0.09821 0.73266 0.08786
C -1.22417 -0.10819 0.68048
P -2.05782 -1.15099 -0.66216
C -3.54190 -1.23306 0.04076
N -4.71212 -1.17374 0.34962
H -2.08514 2.68678 0.49697
H -0.49039 3.43307 0.61859
H -1.53354 3.78841 -0.75735
H 0.23239 2.20841 -1.43260
H -1.34448 1.42090 -1.52076
H 0.57774 0.08043 -0.47083
H 0.47658 1.17815 0.90414
H -0.81819 -0.80273 1.42337
H -1.96805 0.51952 1.17096
H -5.17009 -1.81718 0.98521
C 3.60070 -0.81918 -0.92246
C 3.14116 -1.28784 0.22266
C 2.12668 -2.37980 0.31843
H 4.34153 -0.03946 -0.97342
H 3.25444 -1.20620 -1.86771
H 3.49943 -0.89261 1.16553
H 2.57797 -3.27633 0.74514
H 1.30552 -2.08210 0.96755
H 1.73148 -2.62750 -0.66455
```

maximum force = 0.0144 hartree/bohr
frontier orbital gap = 9.18 eV
relative energy (zero: lowest compared OMol25 entry of this formula, charge and spin) = 11.47 kcal/mol
SMILES = CCCCP=C=N.C=CC
2S+1 = 1
electronic energy = -19332.253 eV



3.
Computed, not measured: C52H62AsF6N6O20S4 as an isolated structure in a non-equilibrium geometry, with wB97M-V/def2-TZVPD.

XYZ file:
```
151
C52H62AsF6N6O20S4 (wB97M-V/def2-TZVPD)
As 0.17808 -0.65911 -0.17370
F -0.84959 -0.55412 1.29886
F -0.30257 -2.34252 -0.49240
F 1.21707 -0.85734 -1.64662
F 0.80413 1.01539 0.05850
F 1.50910 -1.25652 0.90839
F -1.17043 0.08679 -1.19669
C 1.96163 -7.52357 -1.26261
C 1.03881 -8.48706 -1.45083
C 1.17610 -9.42323 -2.45221
C 2.35533 -9.55899 -3.11965
C 3.37132 -8.59517 -2.86616
C 3.20639 -7.57276 -1.91522
N 2.44605 -10.61320 -4.14108
O 1.46041 -11.29292 -4.31497
O 3.47010 -10.66653 -4.88172
H 1.80590 -6.78761 -0.48768
H 0.13532 -8.47904 -0.85919
H 0.26890 -9.96249 -2.68151
H 4.27023 -8.72569 -3.45040
H 3.96884 -6.84004 -1.69568
C -1.63232 5.90580 4.01991
C -1.86102 6.64648 5.21002
C -1.75514 8.01224 5.15047
C -1.36473 8.68153 3.97130
C -1.07434 7.95290 2.82685
C -1.25298 6.55827 2.86536
N -1.16460 10.20645 3.99158
O -1.26122 10.84391 5.02733
O -1.06485 10.72247 2.87666
H -1.87595 4.85367 4.01250
H -2.19917 6.14338 6.10386
H -2.08455 8.68449 5.92890
H -0.71614 8.45661 1.94120
H -1.10485 5.93013 1.99940
C 4.00392 2.52666 6.13586
C 3.43040 2.85322 4.92022
C 3.61486 4.05432 4.27860
C 4.54470 4.97650 4.82786
C 5.07778 4.69723 6.12139
C 4.86885 3.41937 6.69799
N 4.85648 6.21010 4.07059
O 5.72934 6.98783 4.47876
O 4.14990 6.45757 3.06908
H 3.80981 1.57145 6.60094
H 2.86625 2.07333 4.43041
H 3.31080 4.06535 3.24234
H 5.78288 5.42481 6.49539
H 5.36796 3.16683 7.62185
C 7.88948 -2.23667 3.48650
C 9.17999 -1.95684 3.11332
C 9.41427 -0.74965 2.40119
C 8.35616 -0.03521 1.82977
C 7.06616 -0.38392 2.17094
C 6.80727 -1.46537 3.02417
N 8.60950 1.16027 1.01117
O 9.62422 1.11580 0.33927
O 7.69994 2.00013 0.99017
H 7.66212 -3.07810 4.12421
H 10.02582 -2.54572 3.43611
H 10.40844 -0.38626 2.18678
H 6.24388 0.18997 1.76983
H 5.79450 -1.74414 3.27513
C -7.60436 -5.14564 0.81069
C -6.22854 -4.86935 0.58184
C -5.27818 -5.35761 1.45059
C -5.65189 -6.09454 2.60194
C -6.97077 -6.42171 2.72677
C -7.97015 -5.86132 1.94764
N -4.72597 -6.40839 3.74075
O -3.61147 -5.92258 3.64911
O -5.12606 -7.04712 4.71372
H -8.36659 -4.51232 0.38139
H -5.93739 -4.16639 -0.18463
H -4.27194 -4.96806 1.40432
H -7.27155 -6.99549 3.59089
H -8.98296 -6.12991 2.20933
C 0.46993 -1.74546 8.00126
C 0.25948 -2.14288 6.69269
C 1.04510 -3.13962 6.10118
C 1.99204 -3.86517 6.87348
C 2.28311 -3.37971 8.15213
C 1.56079 -2.29533 8.67655
N 2.68451 -5.04532 6.31673
O 3.38598 -5.64909 7.10318
O 2.58587 -5.29930 5.16211
H -0.11123 -0.93298 8.41176
H -0.49220 -1.62745 6.11329
H 0.83652 -3.44762 5.08726
H 2.95007 -3.91014 8.81562
H 1.77297 -1.86316 9.64331
C -0.99220 -3.75235 -6.18405
C -0.06265 -4.90777 -5.80714
C 0.18725 -5.56495 -7.15625
S 0.69779 -4.14752 -8.27493
O 0.07327 -4.34526 -9.61432
O 2.09729 -3.78451 -8.12363
C -0.31068 -2.95616 -7.27452
H -1.14476 -3.07611 -5.34291
H -1.95430 -4.10848 -6.55234
H -0.61931 -5.50533 -5.08523
H 0.86609 -4.50870 -5.39936
H -0.68222 -6.08673 -7.55609
H 0.91425 -6.37699 -7.16939
H -0.91687 -2.49297 -8.05303
H 0.35951 -2.23042 -6.81383
C -3.89291 2.69885 -7.22463
C -3.59009 2.74361 -5.69180
C -4.25412 3.94280 -5.06994
S -5.87404 4.17451 -5.97506
O -6.05693 5.60142 -6.30496
O -6.87811 3.42774 -5.21746
C -5.36538 3.15879 -7.45953
H -3.55963 1.78357 -7.71381
H -3.27918 3.37897 -7.81528
H -2.55906 2.49319 -5.44205
H -4.17891 1.87890 -5.38575
H -3.73714 4.80889 -5.48313
H -4.42726 4.05003 -3.99913
H -5.53050 3.77794 -8.34128
H -6.13457 2.39616 -7.58140
C -5.66051 2.56823 0.79000
C -6.61554 1.65891 0.02400
C -7.94829 1.67656 0.67701
S -8.25350 3.41251 1.26003
O -8.66359 3.35962 2.65899
O -8.89753 4.27531 0.28304
C -6.41532 3.84666 1.22027
H -4.72299 2.74023 0.26124
H -5.34392 2.14112 1.74155
H -6.21000 0.65476 0.14774
H -6.66172 1.91962 -1.03336
H -8.19585 1.06657 1.54576
H -8.74556 1.42277 -0.02159
H -6.17789 4.08939 2.25603
H -6.34702 4.79316 0.68400
C 3.94973 5.10730 -3.50204
C 4.19026 3.63523 -3.92739
C 3.10710 3.40393 -4.99821
S 2.83079 4.99688 -5.89520
O 1.46834 5.49779 -5.61942
O 3.31408 4.90980 -7.27972
C 3.99460 5.91684 -4.76953
H 4.70979 5.44972 -2.79979
H 2.98105 5.29979 -3.04083
H 4.13553 3.08213 -2.98974
H 5.21487 3.45120 -4.25051
H 2.16944 3.03012 -4.58691
H 3.45944 2.73264 -5.78137
H 3.81585 6.99188 -4.79083
H 4.99391 5.76966 -5.17919
```

maximum force = 0.0571 hartree/bohr
frontier orbital gap = 9.20 eV
relative energy (zero: lowest compared OMol25 entry of this formula, charge and spin) = 42.36 kcal/mol
2S+1 = 1
net charge = -1
electronic energy = -225288.786 eV



4.
Computed, not measured: C18H20N4O3S2Se2Te2W as an isolated structure in a non-equilibrium geometry, with wB97M-V/def2-TZVPD.

XYZ file:
```
52
C18H20N4O3S2Se2Te2W (wB97M-V/def2-TZVPD)
W 0.25655 0.26917 -0.19228
C -3.42868 -1.54353 -0.74103
C -2.37036 -0.45170 -0.74172
N -1.54913 -0.28590 0.44318
N -2.32029 0.21565 1.47940
C -1.85899 1.29058 1.99213
S -0.38369 2.02401 1.42687
S -2.77209 2.14242 3.25455
C -2.26246 1.20876 4.73922
C -3.16588 0.06306 5.08384
C -3.04285 -1.16470 4.43915
C -3.89513 -2.21202 4.75057
C -4.88525 -2.04359 5.70845
C -5.01878 -0.82168 6.35021
C -4.16345 0.22371 6.03832
C -2.73624 0.86079 -1.37010
C -4.04909 1.18697 -1.69747
C -4.36675 2.41413 -2.25627
C -3.36477 3.33981 -2.51619
C -2.04934 3.03555 -2.21792
C -1.74001 1.81410 -1.63054
O -0.42546 1.52144 -1.43751
H -4.20667 -1.33162 0.00253
H -2.97776 -2.49607 -0.47738
H -3.88666 -1.60968 -1.72637
H -2.21976 1.94276 5.54431
H -1.24100 0.88414 4.56412
H -2.30767 -1.28786 3.65217
H -3.79385 -3.15998 4.23820
H -5.55288 -2.85946 5.95037
H -5.79032 -0.68077 7.09527
H -4.26889 1.17649 6.54268
H -4.83640 0.47453 -1.49520
H -5.39702 2.64560 -2.48880
H -3.60667 4.29634 -2.95744
H -1.24242 3.72461 -2.42814
C 1.92916 -4.43305 2.46053
O 1.57058 -3.56149 1.38818
C 1.12086 -2.33662 1.63223
O 0.78636 -1.66127 0.66697
N 1.07860 -1.92374 2.90443
N 0.54751 -0.66964 3.17792
H 2.19189 -5.37418 1.98860
H 1.08561 -4.58191 3.13628
H 2.79982 -4.04988 2.99765
H 1.60332 -2.41613 3.61000
H 1.26697 0.03459 3.30011
H -0.06582 -0.73481 3.97725
Se 2.45159 0.90392 0.53554
Te 1.98102 -0.72616 -2.01899
Te 3.00802 -0.16998 -4.28970
Se -0.92179 -1.34962 -1.94779
```

maximum force = 0.0429 hartree/bohr
frontier orbital gap (spin up / spin down) = 5.42 / 5.42 eV
relative energy (zero: lowest compared OMol25 entry of this formula, charge and spin) = 42.89 kcal/mol
2S+1 = 1
electronic energy = -199867.530 eV